Entry 1:
{"formula": "C4H2IO2", "method": "wB97M-V/def2-TZVPD", "charge": -1, "largest_force_ev_per_a": 5.430, "homo_energy_ha": -0.1714, "relative_energy_kj_mol": 49.9, "orbital_gap_ha": 0.28055, "symbols": ["C", "C", "C", "C", "O", "O", "I", "H", "H"], "positions_angstrom": [[1.218, 0.254, -0.685], [0.360, -0.218, 0.011], [-1.514, -1.953, 0.009], [-0.584, -0.865, 0.780], [-1.094, -3.074, 0.054], [-2.501, -1.404, -0.441], [0.566, -1.935, 2.521], [1.917, 0.696, -1.332], [-1.339, -0.012, 1.487]], "atomic_forces_ev_per_a": [[-0.276, 0.075, 0.013], [1.290, 0.711, -0.847], [0.621, 1.552, 1.272], [-3.183, 1.195, 4.234], [0.625, -2.361, -0.366], [-1.355, 0.723, -0.904], [-0.515, 0.639, -0.791], [0.355, 0.170, -0.250], [2.438, -2.704, -2.361]], "nbo_charge": [-0.264, -0.042, 0.773, -0.399, -0.715, -0.729, -0.092, 0.218, 0.251]}

Entry 2:
{"formula": "C4H2IrLiO2", "method": "wB97M-V/def2-TZVPD", "charge": 1, "largest_force_ev_per_a": 3.321, "spin_multiplicity": 6, "homo_energy_ha": [-0.3336, -0.4554], "orbital_gap_ha": [0.13617, 0.22848], "symbols": ["C", "C", "O", "Li", "H", "C", "C", "O", "Ir", "H"], "positions_angstrom": [[0.638, 1.310, 0.289], [-0.102, 0.321, 0.711], [1.217, 2.163, -0.304], [1.626, 2.867, -1.995], [-0.274, 0.156, 1.781], [-0.841, -0.408, -0.483], [-0.468, -1.656, -0.913], [-0.154, -2.591, -0.011], [0.063, -2.284, 1.809], [-1.706, 0.123, -0.885]], "atomic_forces_ev_per_a": [[0.203, -0.128, 2.404], [-1.001, -2.041, -0.956], [1.101, 1.672, -2.614], [-0.068, -0.163, 0.605], [-0.408, 0.111, -0.474], [-0.393, -0.180, 0.697], [-0.743, -0.041, 2.856], [0.351, 0.365, -3.283], [0.245, 0.394, 1.338], [0.713, 0.013, -0.574]], "mulliken_spin": [0.591, 0.054, 0.204, 0.021, 0.110, 0.432, 0.651, 0.175, 2.744, 0.017]}

Entry 3:
{"formula": "C4H2KNaO2", "method": "wB97M-V/def2-TZVPD", "largest_force_ev_per_a": 3.685, "homo_energy_ha": -0.2233, "relative_energy_kj_mol": 143.7, "orbital_gap_ha": 0.13111, "symbols": ["C", "C", "O", "K", "H", "C", "C", "O", "Na", "H"], "positions_angstrom": [[-1.517, -1.910, -0.765], [-0.496, -1.806, -0.056], [-2.509, -1.485, -1.417], [-2.384, 1.170, 1.758], [-0.005, -1.841, 0.896], [1.264, 0.660, -0.217], [2.203, 1.390, 0.383], [3.047, 2.069, 0.836], [-1.033, 1.643, -0.253], [1.431, 0.110, -1.164]], "atomic_forces_ev_per_a": [[-1.374, 3.061, 0.200], [-0.269, -0.601, 0.617], [0.805, -1.245, 0.166], [-0.422, -1.140, 1.012], [0.250, -0.396, -0.443], [0.984, 2.161, 1.170], [-1.807, -1.669, -2.744], [0.128, 0.230, 0.913], [1.832, -0.681, -1.942], [-0.126, 0.281, 1.051]], "nbo_charge": [0.373, -0.750, -0.787, 0.942, 0.215, -1.022, 0.561, -0.583, 0.793, 0.259]}

Entry 4:
{"formula": "C4H2LiO2Rb", "method": "wB97M-V/def2-TZVPD", "charge": 1, "largest_force_ev_per_a": 5.020, "spin_multiplicity": 2, "homo_energy_ha": [-0.3316, -0.3624], "orbital_gap_ha": [0.19009, 0.22083], "symbols": ["H", "C", "C", "C", "C", "O", "O", "Li", "Rb", "H"], "positions_angstrom": [[-3.083, 1.242, 0.887], [-1.806, 0.216, 0.012], [-0.767, 1.026, -0.287], [0.564, 0.654, 0.009], [1.733, 0.278, 0.137], [2.914, -0.081, 0.199], [-2.176, -0.928, 0.077], [-2.964, -2.436, -0.691], [6.619, -2.028, 0.196], [-1.034, 2.058, -0.538]], "atomic_forces_ev_per_a": [[2.031, -1.474, -1.815], [-3.805, 2.312, 2.319], [2.610, 0.867, 0.335], [-2.473, 0.380, -1.080], [3.198, -0.899, 0.000], [-1.950, 0.477, 0.093], [0.039, -2.258, -0.636], [0.388, 0.819, 0.461], [-0.274, 0.182, 0.012], [0.235, -0.406, 0.312]], "mulliken_spin": [0.043, 0.158, 0.133, 0.262, 0.121, 0.206, 0.073, 0.001, 0.000, 0.003]}

Entry 5:
{"formula": "C4H2N2OS", "method": "wB97M-V/def2-TZVPD", "largest_force_ev_per_a": 6.064, "smiles": "O=C1C=NC(=S)N=C1", "homo_energy_ha": -0.3539, "relative_energy_kj_mol": 171.8, "orbital_gap_ha": 0.25764, "symbols": ["O", "C", "C", "N", "C", "S", "N", "C", "H", "H"], "positions_angstrom": [[-2.367, -0.053, -0.115], [-1.207, -0.077, -0.168], [-0.566, 1.191, 0.053], [0.705, 1.281, 0.183], [1.607, 0.049, 0.212], [3.162, 0.040, -0.163], [0.900, -1.156, 0.270], [-0.379, -1.162, -0.021], [-1.222, 2.006, -0.144], [-0.633, -2.121, -0.106]], "atomic_forces_ev_per_a": [[-5.903, -1.221, -0.662], [2.010, 2.997, 1.288], [3.336, -0.298, -1.299], [1.627, 0.326, 0.559], [-3.338, 1.392, -0.856], [-0.113, 0.507, 0.360], [-0.982, 0.145, -0.249], [5.772, -1.399, 0.604], [-0.133, 1.176, 0.497], [-2.275, -3.624, -0.242]], "nbo_charge": [-0.432, 0.375, 0.055, -0.396, 0.094, 0.218, -0.366, 0.036, 0.208, 0.208]}

Entry 6:
{"formula": "C4H2N2S", "method": "wB97M-V/def2-TZVPD", "largest_force_ev_per_a": 3.752, "homo_energy_ha": [-0.3495, -0.3495], "relative_energy_kj_mol": 307.1, "orbital_gap_ha": [0.27399, 0.27405], "symbols": ["C", "C", "C", "C", "N", "N", "S", "H", "H"], "positions_angstrom": [[-0.231, -1.746, -0.896], [0.367, 1.556, 0.757], [0.090, -0.413, -1.058], [-0.395, 0.421, 0.980], [-0.489, -2.812, -0.611], [0.979, 2.466, 0.396], [1.023, 0.408, -2.041], [0.116, -0.499, 1.472], [-1.460, 0.618, 1.002]], "atomic_forces_ev_per_a": [[0.073, 1.365, -0.508], [0.669, 0.918, -0.006], [0.980, 2.342, 1.250], [1.251, -3.008, -1.861], [-0.584, -2.411, 0.503], [0.052, -0.015, 0.084], [-1.090, -0.607, 0.824], [-1.329, 1.975, -0.510], [-0.022, -0.560, 0.224]], "nbo_charge": [0.138, 0.206, -0.233, -0.469, -0.213, -0.297, 0.343, 0.269, 0.256]}

Entry 7:
{"formula": "C4H2N6", "method": "wB97M-V/def2-TZVPD", "largest_force_ev_per_a": 3.270, "smiles": "N#C[C@@H]1C=NN(C#N)N=N1", "homo_energy_ha": -0.3831, "orbital_gap_ha": 0.37001, "symbols": ["N", "C", "C", "C", "N", "N", "C", "N", "N", "N", "H", "H"], "positions_angstrom": [[3.456, -1.073, -0.071], [2.408, -0.692, -0.319], [1.063, -0.210, -0.548], [0.616, 0.824, 0.459], [-0.613, 1.019, 0.703], [-1.533, 0.305, 0.056], [-2.819, 0.395, 0.351], [-3.950, 0.451, 0.514], [-1.035, -1.216, -0.235], [0.119, -1.325, -0.422], [0.957, 0.189, -1.568], [1.331, 1.331, 1.081]], "atomic_forces_ev_per_a": [[0.527, -0.115, 0.041], [-0.075, -0.002, -0.006], [-0.825, 1.339, 0.244], [0.186, -0.394, -0.305], [-0.306, 0.903, 0.966], [2.310, -1.575, -1.697], [-0.120, 0.039, 0.341], [-0.730, 0.029, 0.125], [-2.148, 0.981, 0.571], [1.030, -1.195, -0.485], [-0.029, -0.173, 0.127], [0.179, 0.163, 0.077]], "nbo_charge": [-0.238, 0.259, -0.286, 0.037, -0.171, -0.270, 0.398, -0.293, 0.132, -0.070, 0.279, 0.224]}

Entry 8:
{"formula": "C4H2N8", "method": "wB97M-V/def2-TZVPD", "charge": -2, "largest_force_ev_per_a": 2.110, "homo_energy_ha": [-0.0880, -0.0131], "relative_energy_kj_mol": 378.3, "orbital_gap_ha": [0.32527, 0.25204], "symbols": ["C", "C", "C", "C", "N", "N", "N", "N", "N", "N", "N", "N", "H", "H"], "positions_angstrom": [[-0.566, -0.317, 2.051], [1.153, 0.124, -1.692], [-1.321, 0.457, -0.968], [-0.072, 0.122, -1.087], [-1.842, -0.704, 2.076], [2.306, 0.704, -1.232], [-0.051, -0.100, 3.261], [1.420, -0.534, -2.871], [-2.128, -0.725, 3.372], [3.219, 0.401, -2.123], [-1.066, -0.365, 4.075], [2.699, -0.328, -3.089], [-1.766, 1.306, -1.495], [-1.986, -0.041, -0.278]], "atomic_forces_ev_per_a": [[-0.398, -0.161, 0.774], [1.849, -0.018, -1.015], [-0.219, 0.212, 0.059], [-0.869, -0.137, 0.433], [0.707, 0.188, -0.797], [-0.810, -0.050, 0.197], [0.432, 0.084, -1.048], [-0.467, 0.196, 0.514], [-0.044, 0.042, 0.862], [0.379, 0.110, -0.052], [-0.767, -0.233, 0.380], [0.134, -0.151, -0.295], [0.136, 0.022, -0.239], [-0.063, -0.106, 0.229]], "nbo_charge": [0.349, 0.047, -0.515, 0.123, -0.486, -0.325, -0.468, -0.344, -0.200, -0.183, -0.201, -0.190, 0.160, 0.233]}

Repeat the sixth record exactly.
{"formula": "C4H2N2S", "method": "wB97M-V/def2-TZVPD", "largest_force_ev_per_a": 3.752, "homo_energy_ha": [-0.3495, -0.3495], "relative_energy_kj_mol": 307.1, "orbital_gap_ha": [0.27399, 0.27405], "symbols": ["C", "C", "C", "C", "N", "N", "S", "H", "H"], "positions_angstrom": [[-0.231, -1.746, -0.896], [0.367, 1.556, 0.757], [0.090, -0.413, -1.058], [-0.395, 0.421, 0.980], [-0.489, -2.812, -0.611], [0.979, 2.466, 0.396], [1.023, 0.408, -2.041], [0.116, -0.499, 1.472], [-1.460, 0.618, 1.002]], "atomic_forces_ev_per_a": [[0.073, 1.365, -0.508], [0.669, 0.918, -0.006], [0.980, 2.342, 1.250], [1.251, -3.008, -1.861], [-0.584, -2.411, 0.503], [0.052, -0.015, 0.084], [-1.090, -0.607, 0.824], [-1.329, 1.975, -0.510], [-0.022, -0.560, 0.224]], "nbo_charge": [0.138, 0.206, -0.233, -0.469, -0.213, -0.297, 0.343, 0.269, 0.256]}